{
  "formula": "C35H40AlGeIN2PS3Se",
  "method": "the ωB97M-V functional and the def2-TZVPD basis",
  "elements": ["Al", "S", "C", "C", "C", "C", "C", "C", "S", "H", "H", "H", "H", "I", "C", "C", "C", "C", "C", "C", "C", "C", "C", "P", "C", "C", "C", "C", "C", "C", "C", "C", "C", "C", "C", "C", "C", "H", "H", "H", "H", "H", "H", "H", "H", "H", "H", "H", "H", "H", "H", "H", "H", "C", "Ge", "C", "C", "C", "Se", "C", "H", "H", "H", "H", "H", "H", "H", "H", "H", "H", "H", "H", "H", "H", "C", "N", "C", "N", "S", "H", "H", "H", "H", "H", "H"],
  "coordinates": [[-0.4664, 0.6074, 1.3668], [-2.8241, -2.2780, -0.6778], [-2.1003, -3.7011, -1.4273], [-2.3842, -4.5080, -2.5129], [-1.5052, -5.5586, -2.7513], [-0.3954, -5.7835, -1.9362], [-0.1151, -4.9660, -0.8468], [-0.9946, -3.9262, -0.6184], [-1.1351, -2.6086, 0.5495], [-3.2445, -4.3392, -3.1466], [-1.6881, -6.2199, -3.5877], [0.2602, -6.6158, -2.1553], [0.7462, -5.1364, -0.2163], [2.3249, 2.5325, 1.5293], [4.2457, 2.2047, 0.7090], [5.1977, 2.9144, 1.3875], [6.5242, 2.9817, 0.9257], [6.8394, 2.3765, -0.2491], [5.8724, 1.6377, -0.9733], [6.2620, 1.0711, -2.2093], [5.3800, 0.3584, -2.9603], [4.0923, 0.1271, -2.4528], [3.6623, 0.6184, -1.2426], [2.0504, -0.0539, -0.6238], [2.5282, -1.7861, -0.2761], [2.9131, -2.7351, -1.2229], [3.3088, -4.0026, -0.8272], [3.3300, -4.3406, 0.5208], [2.9438, -3.4095, 1.4723], [2.5424, -2.1412, 1.0722], [1.0678, -0.0905, -2.1589], [0.8830, 1.1266, -2.8227], [0.0604, 1.2081, -3.9334], [-0.6015, 0.0751, -4.3945], [-0.4355, -1.1315, -3.7348], [0.3913, -1.2157, -2.6203], [4.5378, 1.4716, -0.4851], [4.9274, 3.4542, 2.2844], [7.2600, 3.5405, 1.4872], [7.8390, 2.4473, -0.6590], [7.2783, 1.2322, -2.5467], [5.6676, -0.0568, -3.9167], [3.4155, -0.4797, -3.0403], [2.9118, -2.4893, -2.2769], [3.6072, -4.7287, -1.5727], [3.6486, -5.3289, 0.8264], [2.9609, -3.6654, 2.5238], [2.2483, -1.4094, 1.8180], [1.4064, 2.0124, -2.4769], [-0.0607, 2.1537, -4.4464], [-1.2413, 0.1361, -5.2649], [-0.9470, -2.0195, -4.0852], [0.5018, -2.1667, -2.1135], [-5.3798, 1.1561, 0.1120], [-6.0229, 0.7044, 1.9034], [-7.3129, 2.0187, 2.5439], [-6.7566, -1.1000, 1.9370], [-4.4496, 0.7759, 3.1034], [-3.0822, -0.4427, 2.4457], [-2.1964, -0.8799, 4.1204], [-6.1370, 0.9209, -0.6363], [-4.4796, 0.5889, -0.1344], [-5.1462, 2.2191, 0.0435], [-8.1955, 2.0263, 1.9042], [-6.8804, 3.0194, 2.5415], [-7.6311, 1.7821, 3.5592], [-7.5619, -1.1878, 1.2073], [-7.1617, -1.3366, 2.9211], [-5.9881, -1.8331, 1.6911], [-4.7090, 0.4525, 4.1115], [-4.0480, 1.7870, 3.1518], [-2.8932, -1.4140, 4.7603], [-1.8469, 0.0272, 4.6082], [-1.3541, -1.5287, 3.8857], [0.6173, 6.0084, 2.1065], [-0.1865, 4.8373, 2.4120], [-0.8434, 4.1160, 1.5115], [-0.7678, 4.4701, 0.2290], [-1.7863, 2.7659, 1.9886], [1.0346, 6.3916, 3.0322], [0.0088, 6.7940, 1.6542], [1.4442, 5.7464, 1.4430], [-0.2830, 4.5342, 3.3668], [-0.2229, 5.2547, -0.0870], [-1.2801, 3.9302, -0.4467]],
  "lowdin_charge": [0.35, 0.63, -0.65, -0.08, -0.08, -0.07, -0.07, -0.63, 0.54, 0.11, 0.11, 0.11, 0.10, 0.98, -0.58, -0.18, -0.07, -0.03, -0.16, -0.02, -0.05, -0.09, -0.29, 0.93, -0.36, -0.09, -0.08, -0.09, -0.08, -0.12, -0.40, -0.11, -0.08, -0.08, -0.07, -0.09, -0.18, 0.08, 0.11, 0.12, 0.12, 0.11, 0.10, 0.10, 0.11, 0.11, 0.11, 0.09, 0.10, 0.10, 0.11, 0.11, 0.08, -0.21, 0.73, -0.22, -0.21, -0.58, 0.70, -0.38, 0.03, -0.01, 0.02, 0.02, 0.02, 0.02, 0.02, 0.02, 0.01, 0.03, -0.03, 0.03, 0.03, 0.02, -0.07, -0.06, -0.90, 0.14, 0.55, 0.10, 0.10, 0.07, 0.13, 0.11, 0.11],
  "charge": 1,
  "e_tot_ha": -8021.434007,
  "e_homo_ev": -9.61,
  "e_above_lowest_ev": 4.711,
  "gap_ev": 7.196,
  "multiplicity": 1
}